Record 1
# CH4N2O

CH4N2O in the gas phase at a distorted geometry (ωB97M-V/def2-TZVPD, the Open Molecules 2025 dataset).

Geometry as XYZ:
```
8
Properties=species:S:1:pos:R:3:forces:R:3
C 0.185773 0.321453 -0.291464 -1.19 3.91 -2.57
N -0.527542 0.448433 0.926895 -0.39 0.84 0.69
N -0.785954 -0.656120 -0.004011 0.15 -1.14 -0.11
O 1.493437 -0.015876 -0.384507 0.56 -0.38 0.07
H -0.060369 1.321593 -1.104674 0.81 -3.36 2.42
H -0.033967 0.106350 1.750692 0.11 -0.31 -0.36
H -1.693014 -0.533883 -0.440195 0.07 0.32 -0.02
H 1.634534 -0.863750 0.065592 -0.12 0.12 -0.13
```
Positions in Å, forces in eV/Å.

Output
Relative energy (zero: lowest compared OMol25 entry of this formula, charge and spin) in eV: 3.5738
HOMO energy in eV: -9.780
Structure (SMILES): OC1NN1
Calculated total energy in eV: -6126.9338
Molecular weight in g mol⁻¹: 60.06

=====

Record 2
# C33H27N5O7

A 4-piece molecular cluster, C33H27N5O7 overall at a distorted geometry (ωB97M-V/def2-TZVPD, the Open Molecules 2025 dataset).

Geometry as XYZ:
```
72
Properties=species:S:1:pos:R:3:forces:R:3
C 1.984306 0.068654 1.760411 -2.10 -1.00 -4.17
C 2.073417 -1.339464 0.925753 -2.61 2.94 -1.75
C 1.204352 -1.516509 -0.492476 0.04 3.13 2.04
C 0.241005 -0.309446 -1.093182 2.79 -0.22 3.51
O -0.502966 -0.619371 -2.328351 2.16 0.69 1.09
C 0.348784 -0.532072 -3.525878 1.89 1.21 -0.12
C 0.603292 1.083950 -3.810434 1.57 2.75 -0.95
C -0.651572 2.120170 -3.809099 1.67 1.48 -0.68
N -0.592587 3.602284 -4.054278 5.08 -5.45 0.47
C 0.843128 3.995878 -4.256753 1.00 1.29 -0.34
C 1.140184 5.618349 -4.507530 3.68 -0.51 -0.34
C 2.653271 6.214389 -4.755015 -1.40 -4.04 0.75
C 3.962215 5.201209 -4.764539 -4.24 -3.39 0.92
C 3.660639 3.607355 -4.528272 -1.30 3.25 -0.24
C 2.130640 3.002873 -4.267457 0.05 0.42 -0.11
N 2.019919 1.519863 -4.054723 -5.68 3.10 0.34
C 0.181636 1.117310 -0.280722 2.02 -2.75 1.19
C 1.050948 1.297065 1.132083 0.48 -3.56 -1.49
H 2.589399 0.151524 2.763736 -1.51 0.03 -2.25
H 2.709873 -2.283600 1.285085 -1.60 2.47 -0.80
H 1.301079 -2.548964 -1.056576 -0.39 2.47 1.26
H 1.422290 -1.008496 -3.322097 -2.30 1.15 -0.33
H -0.081125 -1.109430 -4.454564 0.25 1.37 2.09
H -1.734891 1.651818 -3.631491 2.66 1.27 -0.42
H 0.254480 6.418743 -4.513238 2.08 -2.22 0.05
H 2.846708 7.356929 -4.919734 -0.66 -2.47 0.38
H 5.074626 5.533426 -4.916740 -2.55 -0.57 0.30
H 4.584017 2.851043 -4.543402 -2.46 1.76 0.10
H -0.475689 2.013672 -0.703498 1.61 -2.19 1.07
H 1.047936 2.302859 1.750173 -0.21 -2.27 -1.61
C -3.889195 -1.866373 -1.284989 -0.02 -0.01 -0.02
C -5.159778 -2.352577 -0.972954 0.02 0.47 -0.29
C -6.296505 -1.645169 -1.368957 0.00 0.03 -0.03
C -6.148604 -0.448830 -2.084269 0.76 -0.51 0.28
C -4.874136 0.045531 -2.392170 -0.04 -0.10 0.05
C -3.744698 -0.669286 -1.988342 -0.44 -0.02 0.02
N -7.339992 0.286278 -2.525497 -1.09 0.67 -0.39
O -8.449520 -0.173686 -2.217139 1.58 0.70 -0.46
O -7.168431 1.321932 -3.184304 -0.29 -1.49 0.96
H -3.005908 -2.424376 -0.978983 -0.26 0.25 -0.11
H -5.264232 -3.285534 -0.423195 -0.08 0.21 -0.09
H -7.279638 -2.037435 -1.118100 0.15 0.29 -0.18
H -4.744760 0.975171 -2.942420 -0.28 -0.21 0.13
H -2.751044 -0.295381 -2.225178 -0.22 -0.12 0.09
C -3.375568 -7.350413 1.930667 0.08 0.10 -0.05
C -2.036197 -7.321374 2.322311 -0.14 0.29 -0.26
C -1.189250 -6.318957 1.845623 -0.06 0.05 -0.04
C -1.697580 -5.343501 0.976797 -0.60 -0.72 0.38
C -3.039886 -5.374735 0.575918 0.07 -0.03 0.07
C -3.876553 -6.383791 1.057022 0.40 0.03 0.11
N -0.818601 -4.272419 0.492390 0.92 0.94 -0.31
O 0.367198 -4.290241 0.854697 -1.81 -0.05 -0.61
O -1.313187 -3.409734 -0.247340 0.87 -1.37 1.04
H -4.033481 -8.130721 2.309446 0.14 0.16 -0.09
H -1.652768 -8.079089 3.002314 -0.03 0.19 -0.16
H -0.147979 -6.310147 2.160316 -0.24 0.19 -0.20
H -3.446333 -4.626874 -0.101762 0.32 -0.12 0.17
H -4.920831 -6.414891 0.754096 0.23 0.05 0.03
C 6.266038 3.778839 6.351372 -0.12 -0.06 -0.04
C 6.179568 2.386399 6.393509 -0.33 0.21 -0.14
C 5.013211 1.744595 5.972685 -0.04 0.06 -0.03
C 3.936275 2.510304 5.505065 0.86 0.45 0.31
C 4.017537 3.908716 5.468925 0.02 -0.05 0.00
C 5.188125 4.539426 5.895066 -0.03 -0.42 0.01
N 2.716914 1.840303 5.037382 -1.14 -0.49 -0.39
O 2.676611 0.602652 5.102964 0.05 1.74 -0.10
O 1.799657 2.549834 4.600067 1.34 -1.10 0.61
H 7.179624 4.274481 6.675256 -0.20 -0.10 -0.06
H 7.023350 1.800570 6.751826 -0.22 0.08 -0.09
H 4.961606 0.658698 6.011661 -0.19 0.29 -0.10
H 3.187510 4.515457 5.113022 0.11 -0.35 0.05
H 5.262121 5.624340 5.868014 -0.07 -0.24 -0.01
```
Positions in Å, forces in eV/Å.

Output
HOMO energy in eV: -8.127
Structure (SMILES): c1ccc(OCc2cnc3ccccc3n2)cc1.O=[N+]([O-])c1ccccc1.O=[N+]([O-])c1ccccc1.O=[N+]([O-])c1ccccc1
Calculated total energy in eV: -56413.9761
Molecular weight in g mol⁻¹: 605.61

=====

Record 3
# CH3IO3S

CH3IO3S as an isolated structure at a distorted geometry (ωB97M-V/def2-TZVPD, the Open Molecules 2025 dataset).

Geometry as XYZ:
```
9
Properties=species:S:1:pos:R:3:forces:R:3
C 0.232879 -0.313693 0.259782 0.58 0.72 -3.26
O -2.163543 -1.621987 -0.850511 -1.48 1.85 -2.85
O -0.136433 -1.668246 0.617436 0.99 1.38 -0.11
O -2.221236 0.805280 0.914950 -0.96 -0.01 -0.06
S -1.397301 -2.402065 0.049403 1.19 -3.06 2.24
I -3.784671 0.190180 0.109423 -0.12 0.81 0.50
H -0.605675 0.418847 0.195685 0.54 -0.87 0.85
H 0.732043 -0.170862 -0.794543 -1.06 -1.21 1.41
H 1.061259 -0.069452 0.867338 0.32 0.39 1.28
```
Positions in Å, forces in eV/Å.

Output
Relative energy (zero: lowest compared OMol25 entry of this formula, charge and spin) in eV: 3.7271
HOMO energy (spin up / spin down) in eV: -8.188 / -9.269
Calculated total energy in eV: -26159.0039
Molecular weight in g mol⁻¹: 222.00

=====

Record 4
# F5HfIn

F5HfIn as an isolated structure at a distorted geometry (ωB97M-V/def2-TZVPD, the Open Molecules 2025 dataset).

Geometry as XYZ:
```
7
Properties=species:S:1:pos:R:3:forces:R:3
Hf -1.930663 0.969962 0.781888 1.05 -0.53 -1.15
In 4.098694 -3.974841 0.162925 0.09 -0.07 -0.04
F 1.068107 2.453884 2.823345 -0.62 -0.30 -0.58
F -0.701029 3.967682 -1.565116 -0.15 -0.65 0.58
F -0.917467 -2.726686 1.595524 -0.15 1.06 -0.36
F 1.357892 -0.208019 -1.107976 -0.57 0.10 0.46
F -2.975533 -0.481983 -2.690590 0.36 0.38 1.09
```
Positions in Å, forces in eV/Å.

Output
Charge: +2
Relative energy (zero: lowest compared OMol25 entry of this formula, charge and spin) in eV: 22.1691
HOMO energy in eV: -17.891
Calculated total energy in eV: -20018.2885
Molecular weight in g mol⁻¹: 388.30